(1)
{"formula": "C4H4N2O", "method": "ωB97M-V with the def2-TZVPD basis set", "gap_ev": 8.532, "lumo_energy_ha": -0.035, "species": ["C", "C", "C", "C", "H", "H", "H", "H", "N", "N", "O"], "xyz": [[-0.574612, -0.137924, -0.053443], [0.320902, -1.038451, -0.340374], [1.489449, -0.141153, -0.063668], [1.014592, 1.140692, 0.023416], [-2.518389, 0.740338, -0.079628], [-2.118250, -1.191763, -0.209091], [0.279324, -2.139980, 0.239332], [1.558646, 2.029548, 0.406466], [-1.956955, -0.187515, 0.257148], [-0.219898, 1.243750, -0.276216], [2.725195, -0.317540, 0.096063]], "forces_ev_per_angstrom": [[-6.8, 3.3, -1.6], [3.1, -4.5, 3.2], [5.8, -5.0, 0.2], [-1.3, 6.6, 0.7], [1.9, -3.4, 0.7], [-1.2, 3.1, 1.5], [0.2, 3.0, -2.2], [0.2, -0.7, -1.0], [0.7, -1.6, -2.4], [0.5, -0.2, 1.4], [-3.0, -0.4, -0.5]], "lowdin_charge": [-0.47, 0.01, -0.41, -0.10, 0.17, 0.15, 0.19, 0.15, 0.08, 0.16, 0.08]}

---

(2)
{"formula": "C24H35F12NO14", "method": "ωB97M-V with the def2-TZVPD basis set", "gap_ev": [7.349, 2.688], "s_squared": 0.76, "charge": 1, "multiplicity": 2, "lumo_energy_ha": [-0.193, -0.364], "species": ["C", "C", "O", "C", "O", "C", "F", "F", "F", "H", "H", "H", "H", "H", "C", "C", "O", "C", "O", "C", "F", "F", "F", "H", "H", "H", "H", "H", "C", "C", "O", "C", "O", "C", "F", "F", "F", "H", "H", "H", "H", "H", "C", "C", "O", "C", "O", "C", "F", "F", "F", "H", "H", "H", "H", "H", "C", "O", "C", "O", "O", "C", "H", "H", "H", "H", "H", "H", "C", "O", "C", "O", "O", "C", "H", "H", "H", "H", "H", "H", "C", "C", "N", "H", "H", "H"], "xyz": [[-4.600296, -3.532596, 2.700743], [-3.464067, -2.636221, 2.449206], [-3.779401, -1.264796, 2.675159], [-2.780791, -0.414024, 2.652801], [-1.561828, -0.673991, 2.535309], [-3.206966, 1.020909, 2.928597], [-2.827250, 1.365518, 4.170011], [-2.593053, 1.821813, 2.078759], [-4.569917, 1.101917, 2.804633], [-4.802723, -3.715194, 3.756096], [-4.303045, -4.499774, 2.295384], [-5.422657, -3.298836, 2.024591], [-3.251019, -2.735984, 1.384895], [-2.642455, -2.988769, 3.072708], [1.994818, -3.580586, -4.955072], [0.720427, -4.454520, -5.112395], [-0.459254, -3.680206, -4.824046], [-0.639528, -3.240265, -3.511163], [-0.032024, -3.689455, -2.554250], [-1.749398, -2.183543, -3.273042], [-2.853190, -2.851070, -2.933146], [-1.387306, -1.336518, -2.272786], [-2.025422, -1.484391, -4.413694], [2.079783, -3.372819, -3.888439], [1.859119, -2.676929, -5.549294], [2.965146, -3.979857, -5.250303], [0.724836, -5.292278, -4.415090], [0.712135, -4.825225, -6.137390], [1.820688, -0.651219, 3.481890], [1.597691, 0.676830, 2.835796], [0.930998, 0.524563, 1.568577], [0.409360, 1.598670, 0.989467], [0.497820, 2.784896, 1.405373], [-0.402623, 1.306880, -0.256069], [-1.341213, 2.207752, -0.448470], [0.435663, 1.378394, -1.363063], [-1.044806, 0.157704, -0.223047], [0.922490, -1.154183, 3.840170], [2.411427, -0.371447, 4.354160], [2.401610, -1.228858, 2.762883], [2.514130, 1.220004, 2.605138], [1.019274, 1.341905, 3.477046], [3.864294, 1.857782, -4.494094], [4.725799, 1.291540, -3.350154], [4.046466, 0.159745, -2.828233], [3.617481, 0.217684, -1.523731], [3.669644, 1.260023, -0.811427], [3.048938, -1.101892, -0.869463], [3.516425, -2.211007, -1.505203], [3.407594, -1.190014, 0.434939], [1.700017, -1.024928, -0.896869], [3.663422, 1.094470, -5.245838], [4.403409, 2.603691, -5.078104], [2.997146, 2.219794, -3.941741], [4.862913, 2.104434, -2.637061], [5.703244, 0.899240, -3.630896], [0.247731, -0.866193, 6.870620], [1.062577, -1.819762, 7.543529], [1.420841, -1.495945, 8.801157], [1.106102, -0.504554, 9.444744], [2.480687, -2.300738, 9.088486], [3.195425, -2.128560, 10.299624], [0.812396, 0.018140, 6.575318], [-0.611104, -0.561483, 7.468657], [-0.063058, -1.309614, 5.924626], [2.798094, -1.382943, 10.988299], [4.270666, -2.036326, 10.146485], [3.138888, -3.117260, 10.755013], [-5.333442, 3.790994, -6.981696], [-4.927827, 2.925489, -5.954859], [-3.959538, 3.228774, -5.073757], [-3.494629, 4.354849, -5.012241], [-3.564427, 2.095892, -4.429955], [-2.466233, 2.059533, -3.679381], [-5.627171, 4.773319, -6.611729], [-6.153440, 3.337862, -7.538803], [-4.581582, 4.018087, -7.737494], [-2.007979, 1.075706, -3.578470], [-2.703422, 2.477257, -2.700943], [-1.771554, 2.818190, -4.039888], [1.717108, 4.622545, -1.598852], [1.166741, 5.487172, -0.541067], [0.768166, 6.255667, 0.262551], [2.756882, 4.339026, -1.435807], [1.710089, 5.220837, -2.509941], [1.109036, 3.749276, -1.834984]], "forces_ev_per_angstrom": [[-0.8, -1.0, -0.4], [0.8, -0.9, -0.6], [0.4, 1.0, 0.3], [3.0, -1.6, 0.3], [-3.1, 0.7, 0.1], [-1.7, -0.8, 0.6], [-0.4, 0.0, -0.4], [0.0, 0.7, -0.5], [1.8, 0.7, 0.2], [-0.6, 0.4, -0.2], [0.3, -0.2, 0.2], [-0.5, 0.3, 0.7], [0.6, 0.2, 0.1], [0.4, 0.6, -0.2], [-0.8, 0.0, 0.5], [1.6, -0.2, 0.5], [-0.9, 1.8, 1.7], [2.2, -2.2, -0.3], [-1.0, 1.0, -1.6], [0.0, -0.1, -1.4], [0.1, 0.5, 0.3], [-0.5, -0.7, -1.1], [0.4, -0.3, 1.4], [0.1, 0.5, -0.1], [-0.1, 0.2, 0.2], [-0.4, -0.7, -0.2], [0.2, -0.1, -0.1], [-0.9, 0.2, 0.1], [0.3, 0.4, -0.4], [0.5, 1.1, 1.3], [-2.2, 2.8, -2.5], [1.7, -2.4, 2.6], [0.1, -1.0, -0.3], [-1.4, -0.3, -3.8], [0.2, 1.0, 0.5], [-0.7, -0.4, 1.9], [1.4, 0.0, 0.5], [0.0, 0.1, -0.4], [0.3, -0.5, 0.1], [0.0, -0.5, 0.5], [0.3, -0.3, 0.0], [-0.4, 0.0, -0.1], [1.0, -0.8, 0.4], [0.5, 1.1, -1.2], [-1.5, -1.3, 3.5], [1.2, 3.7, 0.8], [-0.5, -3.7, -2.3], [0.7, -0.3, -0.5], [-1.0, 1.3, 0.7], [-0.1, 0.2, -1.1], [0.8, -0.5, -0.2], [-0.5, -0.2, 0.3], [-0.1, 0.5, 0.5], [-0.4, 0.3, -0.9], [0.0, -0.5, 0.4], [-0.1, 0.2, -0.3], [-0.3, 0.2, -0.3], [-0.5, 0.1, 0.4], [2.5, 1.9, 0.4], [-0.3, -1.9, -1.1], [-1.2, 0.5, -0.7], [0.1, -1.3, 1.0], [0.2, 0.1, 0.4], [0.1, -0.1, 0.0], [-0.2, -0.4, 0.3], [0.0, 0.1, -0.4], [-0.2, 0.7, -0.6], [-0.2, 0.1, 0.5], [-0.1, 1.5, -0.7], [0.3, -1.9, 1.1], [0.5, 1.5, -1.6], [0.0, -1.8, 0.9], [-3.9, 0.0, -3.0], [2.6, 2.1, 2.3], [-0.2, -0.1, 0.3], [0.0, -0.2, 0.5], [0.6, -0.4, 0.3], [-0.4, 0.0, -0.4], [0.0, -0.4, 0.6], [0.6, -0.3, -0.3], [-0.1, 0.5, -0.5], [-0.8, 1.8, 2.1], [1.1, -2.5, -2.3], [-0.1, 0.0, 0.4], [0.0, 0.1, -0.1], [0.0, 0.0, 0.4]], "lowdin_charge": [-0.07, -0.22, 0.08, -0.35, 0.10, -0.52, 0.18, 0.18, 0.16, 0.09, 0.09, 0.09, 0.14, 0.14, -0.05, -0.18, 0.00, -0.31, 0.14, -0.49, 0.18, 0.13, 0.14, 0.05, 0.08, 0.08, 0.12, 0.12, -0.02, -0.17, 0.11, -0.19, 0.43, -0.52, 0.21, 0.15, 0.23, 0.08, 0.10, 0.09, 0.15, 0.14, -0.04, -0.21, 0.02, -0.26, 0.07, -0.47, 0.16, 0.15, 0.15, 0.08, 0.09, 0.07, 0.11, 0.13, -0.05, 0.00, -0.54, 0.11, -0.01, -0.05, 0.09, 0.10, 0.08, 0.10, 0.09, 0.09, -0.06, 0.00, -0.52, 0.12, 0.01, -0.12, 0.10, 0.10, 0.10, 0.08, 0.09, 0.10, -0.07, -0.25, 0.15, 0.08, 0.09, 0.06]}

---

(3)
{"formula": "C2H6N2OS", "method": "ωB97M-V with the def2-TZVPD basis set", "gap_ev": 9.289, "smiles": "O[C@@H]1CSNN1", "lumo_energy_ha": 0.031, "species": ["O", "C", "C", "S", "N", "N", "H", "H", "H", "H", "H", "H"], "xyz": [[1.732580, -0.260501, 0.636200], [0.548064, -0.230728, -0.022321], [-0.428231, 0.850632, 0.552798], [-2.016545, 0.292036, 0.053755], [-1.455350, -1.304919, 0.482809], [-0.246938, -1.502640, -0.157219], [1.583019, -0.496652, 1.553662], [0.843972, 0.213246, -0.959971], [-0.325557, 0.819776, 1.591192], [-0.027077, 1.653757, 0.014070], [-1.950786, -2.105098, 0.326791], [-0.434431, -1.561557, -1.187896]], "forces_ev_per_angstrom": [[1.0, -0.6, 1.0], [-1.8, 0.2, -0.6], [0.6, -2.2, -1.2], [-1.2, -0.1, -0.3], [1.6, 2.4, 1.5], [2.2, 0.6, -2.1], [0.1, -0.2, 0.3], [-0.2, -0.8, -0.9], [0.1, 0.6, 1.8], [-0.3, 2.0, 0.0], [-2.5, -2.0, -0.4], [0.3, -0.1, 0.9]], "lowdin_charge": [0.02, -0.49, -0.43, 0.86, -0.38, -0.09, 0.10, 0.13, 0.06, 0.07, 0.04, 0.11]}

---

(4)
{"formula": "C16H20F12O8", "method": "ωB97M-V with the def2-TZVPD basis set", "gap_ev": 11.405, "smiles": "CCOC(=O)C(F)(F)F.CCOC(=O)C(F)(F)F.CCOC(=O)C(F)(F)F.CCOC(=O)C(F)(F)F", "lumo_energy_ha": 0.009, "species": ["C", "C", "O", "C", "O", "C", "F", "F", "F", "H", "H", "H", "H", "H", "C", "C", "O", "C", "O", "C", "F", "F", "F", "H", "H", "H", "H", "H", "C", "C", "O", "C", "O", "C", "F", "F", "F", "H", "H", "H", "H", "H", "C", "C", "O", "C", "O", "C", "F", "F", "F", "H", "H", "H", "H", "H"], "xyz": [[-2.018022, 2.003366, -3.564209], [-3.112053, 0.870673, -3.576207], [-2.877925, 0.083383, -2.427348], [-3.747737, -0.997133, -2.206827], [-4.696764, -1.279689, -2.933015], [-3.337917, -1.841096, -0.967745], [-2.982485, -3.003018, -1.438126], [-2.360017, -1.339001, -0.201812], [-4.433475, -2.074621, -0.201178], [-1.029649, 1.579000, -3.740625], [-1.930136, 2.571451, -2.638114], [-2.153585, 2.730164, -4.365138], [-2.923234, 0.319046, -4.497160], [-4.136081, 1.232212, -3.669841], [-0.035515, 1.777959, 3.894737], [0.639341, 2.332523, 2.693774], [1.635662, 1.360372, 2.259275], [2.304397, 1.508413, 1.139684], [2.022342, 2.374845, 0.284117], [3.364455, 0.344987, 0.940234], [4.408717, 0.533407, 1.855427], [2.713784, -0.835406, 1.079623], [3.869586, 0.428773, -0.239700], [-0.584275, 2.546664, 4.438861], [0.694217, 1.381980, 4.600993], [-0.715014, 1.004466, 3.536833], [1.123219, 3.296946, 2.848232], [-0.152601, 2.432783, 1.951553], [-4.391856, 8.409397, 0.359609], [-3.959309, 7.641957, 1.610649], [-4.520677, 8.240745, 2.747922], [-3.716532, 8.574874, 3.822368], [-2.473964, 8.292140, 3.891146], [-4.433060, 9.299792, 4.910784], [-5.618779, 9.737779, 4.508909], [-4.485937, 8.567494, 5.960484], [-3.723110, 10.362432, 5.218135], [-4.345440, 7.685145, -0.453661], [-3.684811, 9.235903, 0.288374], [-5.392228, 8.830850, 0.458235], [-2.869765, 7.672350, 1.603401], [-4.343280, 6.633711, 1.455321], [6.432302, -11.436873, -0.886566], [6.796617, -10.095607, -1.579537], [5.715769, -9.326043, -2.039398], [5.102285, -9.701599, -3.184138], [5.398859, -10.666241, -3.833518], [4.041792, -8.671484, -3.569385], [2.883410, -9.350441, -3.281156], [4.016774, -7.643307, -2.713350], [4.124553, -8.330674, -4.856434], [5.681801, -11.252056, -0.118004], [7.193256, -12.033756, -0.383783], [6.140147, -12.156576, -1.651266], [7.544672, -10.297584, -2.346165], [7.337275, -9.565778, -0.795276]], "forces_ev_per_angstrom": [[-0.4, -0.5, 0.0], [1.3, 1.6, -1.1], [-1.5, -2.5, 1.2], [-0.7, 2.0, -2.4], [2.5, 0.6, 2.1], [-1.2, 0.5, 0.4], [0.9, -1.3, -0.4], [-0.6, 0.0, -0.5], [0.6, 0.6, -0.1], [-0.1, -0.3, 0.1], [-0.4, -0.2, 0.1], [-0.4, -0.1, -0.1], [-0.1, -0.5, 0.1], [0.0, 0.1, 0.5], [0.2, -0.4, 0.7], [0.0, 0.4, -0.8], [0.4, -0.4, 0.7], [-1.8, 2.3, -2.4], [1.6, -2.7, 2.3], [-0.7, 1.5, 1.8], [-1.7, -1.0, -1.0], [1.1, 0.7, 0.3], [0.6, -0.3, -1.3], [-0.2, 0.0, -0.3], [-0.1, -0.2, 0.0], [0.0, -0.1, 0.5], [0.1, -0.1, -0.1], [0.5, 0.2, -0.5], [0.3, 0.2, 0.9], [0.2, -0.2, -1.8], [0.7, 1.1, 2.9], [5.0, -3.1, -3.3], [-5.5, 1.4, -0.1], [0.3, 1.4, -1.4], [-0.8, -0.3, 0.3], [-0.9, -1.6, 2.0], [0.8, 1.3, 0.3], [0.1, 0.5, -0.3], [-0.2, 0.1, -0.7], [-0.1, -0.2, -0.1], [-0.1, -0.4, 0.6], [0.2, -0.2, 0.8], [-0.7, -0.2, -0.9], [2.0, -2.0, 1.5], [-0.9, 0.2, -0.4], [2.3, -0.3, 0.3], [-0.6, 0.6, 0.2], [-1.0, -1.3, 1.5], [0.0, 0.5, -1.1], [0.3, 0.4, -1.2], [-0.4, 0.2, 1.0], [-0.3, -0.2, -0.3], [0.8, 0.9, 0.0], [-0.8, 0.1, 0.1], [-0.3, 0.2, -0.4], [-0.4, 0.8, -0.3]], "lowdin_charge": [-0.05, -0.22, -0.01, -0.28, 0.15, -0.56, 0.20, 0.17, 0.15, 0.07, 0.07, 0.07, 0.12, 0.12, -0.07, -0.20, 0.02, -0.35, 0.11, -0.51, 0.11, 0.16, 0.21, 0.09, 0.09, 0.09, 0.13, 0.13, -0.06, -0.24, 0.01, -0.26, 0.10, -0.66, 0.19, 0.24, 0.19, 0.08, 0.08, 0.08, 0.12, 0.12, -0.06, -0.22, 0.03, -0.37, 0.17, -0.51, 0.13, 0.17, 0.19, 0.08, 0.07, 0.07, 0.12, 0.12]}